[1]
Density functional theory data (ωB97M-V/def2-TZVPD) for the molecule C5H10O2.

Summary:
HOMO: -10.206 eV
M: 102.13 g/mol
total charge: 0
relative energy (zero: lowest compared OMol25 entry of this formula, charge and spin): 56.5 kcal/mol
electronic energy: -9440.5921 eV
LUMO level: 0.95 eV
largest force on an atom: 0.55 eV/A
2S+1: 1

Cartesian coordinates (Å):
C (-1.150, -0.915, 0.770)
C (-0.572, 0.062, -0.266)
C (0.889, 0.062, -0.737)
C (1.841, -0.283, 0.391)
O (1.561, 0.485, 1.542)
C (-1.483, 0.858, -1.093)
O (-1.004, 1.383, 0.131)
H (-0.445, -1.678, 1.107)
H (-1.428, -0.328, 1.656)
H (-2.067, -1.394, 0.417)
H (1.086, 1.091, -1.070)
H (1.079, -0.582, -1.609)
H (2.880, -0.110, 0.080)
H (1.749, -1.354, 0.629)
H (0.793, 1.039, 1.352)
H (-2.537, 0.594, -1.157)
H (-1.088, 1.401, -1.950)



[2]
Density functional theory data (ωB97M-V/def2-TZVPD) for the molecule C5H10O2.

Summary:
HOMO: -10.019 eV
M: 102.13 g/mol
total charge: 0
relative energy (zero: lowest compared OMol25 entry of this formula, charge and spin): 17.7 kcal/mol
electronic energy: -9442.2757 eV
LUMO level: 0.85 eV
largest force on an atom: 0.48 eV/A
2S+1: 1

Cartesian coordinates (Å):
C (-0.197, -0.707, -1.855)
C (-0.930, -0.098, -0.684)
O (-2.104, 0.209, -0.772)
C (-0.190, 0.209, 0.629)
C (0.585, -1.002, 1.152)
C (0.748, 1.401, 0.386)
O (-1.150, 0.562, 1.595)
H (0.332, 0.083, -2.402)
H (-0.927, -1.158, -2.529)
H (0.540, -1.453, -1.548)
H (-0.066, -1.878, 1.235)
H (0.959, -0.764, 2.152)
H (1.442, -1.249, 0.517)
H (1.186, 1.695, 1.345)
H (0.181, 2.255, -0.003)
H (1.558, 1.162, -0.312)
H (-1.968, 0.733, 1.095)



[3]
Density functional theory data (ωB97M-V/def2-TZVPD) for a cluster of 2 separate species, C5H10O2 in total.

Summary:
HOMO: -9.549 eV
M: 102.13 g/mol
total charge: 0
relative energy (zero: lowest compared OMol25 entry of this formula, charge and spin): 52.6 kcal/mol
electronic energy: -9440.7628 eV
LUMO level: 0.73 eV
largest force on an atom: 0.47 eV/A
2S+1: 1

Cartesian coordinates (Å):
C (-2.452, -0.126, -0.036)
C (-1.362, 0.660, -0.803)
C (0.091, 0.719, -0.255)
C (0.415, -0.702, 0.068)
O (0.934, -1.466, -0.720)
H (-3.416, 0.044, -0.534)
H (-2.307, -1.214, -0.031)
H (-2.577, 0.202, 1.002)
H (-1.300, 0.220, -1.805)
H (-1.708, 1.689, -0.901)
H (0.204, 1.362, 0.627)
H (0.789, 1.087, -1.024)
H (0.004, -1.045, 1.033)
C (3.193, -0.370, 0.830)
O (2.332, -0.011, 1.598)
H (2.943, -1.084, 0.021)
H (4.217, 0.034, 0.931)



[4]
Density functional theory data (ωB97M-V/def2-TZVPD) for the molecule C5H10O2.

Summary:
HOMO: -10.139 eV
M: 102.13 g/mol
total charge: 0
relative energy (zero: lowest compared OMol25 entry of this formula, charge and spin): 36.1 kcal/mol
electronic energy: -9441.4785 eV
LUMO level: 1.16 eV
largest force on an atom: 0.91 eV/A
2S+1: 1

Cartesian coordinates (Å):
C (0.947, -2.381, 0.047)
C (0.611, -0.971, 0.410)
O (-0.682, -0.876, 0.947)
C (-0.910, 0.516, 0.969)
C (0.053, 1.066, -0.182)
C (-0.654, 1.907, -1.232)
O (0.605, -0.124, -0.710)
H (0.259, -2.734, -0.724)
H (1.974, -2.423, -0.323)
H (0.855, -3.006, 0.937)
H (1.321, -0.550, 1.150)
H (-1.993, 0.671, 0.847)
H (-0.628, 0.924, 1.953)
H (0.862, 1.648, 0.287)
H (-0.186, 2.876, -1.439)
H (-1.610, 2.076, -0.758)
H (-0.824, 1.382, -2.178)



[5]
Density functional theory data (ωB97M-V/def2-TZVPD) for the molecule C5H10O2.

Summary:
HOMO: -9.790 eV
M: 102.13 g/mol
total charge: 0
relative energy (zero: lowest compared OMol25 entry of this formula, charge and spin): 35.9 kcal/mol
electronic energy: -9441.4849 eV
LUMO level: 0.89 eV
largest force on an atom: 0.35 eV/A
2S+1: 1

Cartesian coordinates (Å):
C (0.767, 0.709, 1.371)
C (0.073, 0.561, 0.036)
C (0.504, 1.561, -1.009)
O (-1.357, 0.344, 0.159)
C (-0.579, -0.702, -0.366)
C (-0.477, -1.993, 0.413)
O (-0.836, -0.972, -1.707)
H (0.280, 0.100, 2.137)
H (0.720, 1.754, 1.699)
H (1.821, 0.421, 1.304)
H (0.233, 2.578, -0.703)
H (0.056, 1.353, -1.983)
H (1.592, 1.521, -1.129)
H (0.213, -1.914, 1.257)
H (-0.129, -2.786, -0.253)
H (-1.465, -2.270, 0.792)
H (-1.418, -0.265, -2.016)



[6]
Density functional theory data (ωB97M-V/def2-TZVPD) for the molecule C5H10O2.

Summary:
HOMO: -8.939 eV
M: 102.13 g/mol
total charge: 0
relative energy (zero: lowest compared OMol25 entry of this formula, charge and spin): 85.1 kcal/mol
electronic energy: -9439.3525 eV
LUMO level: 0.94 eV
largest force on an atom: 5.63 eV/A
2S+1: 1

Cartesian coordinates (Å):
C (-1.193, -1.314, 0.420)
C (-0.572, -0.098, -0.232)
C (0.844, -0.250, -0.720)
C (1.885, 0.191, 0.722)
O (1.901, 1.532, 0.861)
C (-1.446, 0.940, -0.794)
O (-0.833, 1.140, 0.481)
H (-1.328, -2.115, -0.316)
H (-0.553, -1.699, 1.222)
H (-2.167, -1.069, 0.851)
H (1.099, 0.494, -1.488)
H (0.981, -1.257, -1.161)
H (2.555, -0.288, 0.020)
H (1.452, -0.401, 1.511)
H (0.971, 1.794, 0.970)
H (-2.529, 0.814, -0.765)
H (-1.074, 1.581, -1.596)



[7]
Density functional theory data (ωB97M-V/def2-TZVPD) for a cluster of 2 separate species, C5H10O2S in total.

Summary:
HOMO: -7.989 eV
M: 134.20 g/mol
total charge: 0
relative energy (zero: lowest compared OMol25 entry of this formula, charge and spin): 73.0 kcal/mol
electronic energy: -20274.5247 eV
LUMO level: 0.64 eV
largest force on an atom: 2.88 eV/A
2S+1: 1

Cartesian coordinates (Å):
C (-2.589, 0.662, 0.415)
C (-1.295, -0.011, 0.060)
C (-0.567, -0.006, -1.244)
C (-0.911, -1.032, 0.756)
O (-0.380, -1.853, 1.409)
H (-2.404, 1.101, 1.368)
H (-2.834, 1.492, -0.228)
H (-3.443, 0.016, 0.563)
H (0.409, 0.628, -1.014)
H (-1.185, 0.299, -2.104)
H (-0.240, -0.997, -1.447)
C (2.065, 0.433, 0.969)
S (2.691, 0.368, -0.694)
O (2.685, -1.256, -0.994)
H (0.986, 0.196, 1.043)
H (2.174, 1.565, 1.217)
H (2.727, -0.160, 1.718)
H (2.109, -1.444, -1.791)



[8]
Density functional theory data (ωB97M-V/def2-TZVPD) for a cluster of 3 separate species, C5H10O2S in total.

Summary:
HOMO: -8.996 eV
M: 134.20 g/mol
total charge: 0
relative energy (zero: lowest compared OMol25 entry of this formula, charge and spin): 182.6 kcal/mol
electronic energy: -20269.7721 eV
LUMO level: -0.28 eV
largest force on an atom: 7.95 eV/A
2S+1: 1

Cartesian coordinates (Å):
C (-1.697, -0.271, -0.017)
C (-0.580, -0.948, 0.689)
C (0.713, 0.694, 0.127)
C (1.018, 2.040, -0.183)
C (1.519, -0.237, -0.735)
H (-3.873, -0.491, -0.316)
H (-2.111, 0.624, 0.518)
H (-1.289, 0.123, -0.875)
H (-0.175, -1.750, -0.018)
H (-1.043, -1.282, 1.708)
H (0.571, 2.808, 0.546)
H (1.898, 2.229, -0.804)
H (0.742, -0.539, -1.380)
H (2.030, 0.364, -1.461)
H (2.263, -0.640, 1.605)
O (-2.728, -1.224, -0.531)
O (0.245, 0.040, 1.156)
S (2.498, -1.541, -0.028)



[9]
Density functional theory data (ωB97M-V/def2-TZVPD) for a structure of composition C5H10O3PbS.

Summary:
HOMO: -17.487 eV
M: 357.40 g/mol
total charge: +2
electronic energy: -27551.1479 eV
LUMO level: -10.82 eV
largest force on an atom: 4.61 eV/A
2S+1: 1

Cartesian coordinates (Å):
C (2.066, -1.269, 0.119)
C (1.136, 0.040, 0.211)
C (1.892, 1.247, -0.508)
C (-0.342, -0.232, -0.354)
O (-1.258, -0.231, 0.805)
C (-2.450, 0.396, 0.545)
O (-3.057, 0.999, 1.529)
O (-3.106, 0.423, -0.674)
S (-3.805, -1.160, -0.858)
H (1.812, -1.929, 1.004)
H (1.884, -1.878, -0.819)
H (3.153, -0.943, 0.176)
H (1.050, 0.319, 1.316)
H (2.844, 1.429, 0.097)
H (2.112, 1.077, -1.604)
H (1.259, 2.193, -0.351)
H (-0.574, 0.544, -1.142)
H (-0.327, -1.294, -0.770)
H (-2.661, -1.959, -0.990)
Pb (-1.628, 2.227, 2.269)



[10]
Density functional theory data (ωB97M-V/def2-TZVPD) for the molecule C5H10O3Se.

Summary:
HOMO: -8.311 eV
M: 197.09 g/mol
total charge: 0
relative energy (zero: lowest compared OMol25 entry of this formula, charge and spin): 0.0 kcal/mol
electronic energy: -76834.1161 eV
LUMO level: 0.44 eV
largest force on an atom: 3.37 eV/A
2S+1: 1

Cartesian coordinates (Å):
O (2.806, -1.276, -0.635)
C (1.538, -1.522, -0.015)
C (0.666, -0.424, -0.490)
Se (1.386, 1.318, -0.052)
C (-0.433, 1.899, 0.664)
C (-1.380, 0.932, 0.082)
O (-1.547, 1.311, -1.305)
C (-0.839, -0.471, 0.179)
O (-0.720, -0.798, 1.496)
H (2.423, -0.989, -1.546)
H (1.110, -2.491, -0.344)
H (1.625, -1.484, 1.047)
H (0.676, -0.445, -1.660)
H (-0.471, 2.996, 0.409)
H (-0.359, 1.793, 1.792)
H (-2.364, 0.971, 0.520)
H (-1.128, 0.547, -1.753)
H (-1.411, -1.157, -0.370)
H (-1.578, -0.709, 1.981)



[11]
Density functional theory data (ωB97M-V/def2-TZVPD) for a structure of composition C5H10O3Y.

Summary:
HOMO (spin up / spin down): -5.275 / -7.659 eV
M: 207.04 g/mol
total charge: 0
relative energy (zero: lowest compared OMol25 entry of this formula, charge and spin): 0.0 kcal/mol
electronic energy: -12528.9598 eV
LUMO level (spin up / spin down): 0.36 / 0.03 eV
largest force on an atom: 6.06 eV/A
⟨S²⟩: 0.750
2S+1: 2

Cartesian coordinates (Å):
C (-2.824, 0.318, -0.852)
H (-2.883, 0.040, 0.737)
H (-3.547, 1.142, -0.769)
H (-3.268, -0.673, -1.019)
H (-2.194, 0.549, -1.726)
O (-1.018, 1.607, 0.710)
C (-1.612, 0.415, 0.541)
C (-0.586, -0.717, 0.518)
O (0.579, -0.325, -0.197)
C (1.819, -0.782, 0.336)
C (2.904, 0.166, -0.157)
O (2.564, 1.483, 0.099)
Y (0.709, 2.075, -0.361)
H (-1.000, -1.606, 0.013)
H (-0.319, -0.966, 1.559)
H (2.004, -1.826, 0.032)
H (1.765, -0.738, 1.438)
H (3.059, -0.025, -1.242)
H (3.849, -0.136, 0.342)



[12]
Density functional theory data (ωB97M-V/def2-TZVPD) for a cluster of 3 separate species, C5H10O4 in total.

Summary:
HOMO: -9.937 eV
M: 134.13 g/mol
total charge: 0
relative energy (zero: lowest compared OMol25 entry of this formula, charge and spin): 198.3 kcal/mol
electronic energy: -13529.2915 eV
LUMO level: 0.18 eV
largest force on an atom: 8.98 eV/A
2S+1: 1

Cartesian coordinates (Å):
C (1.596, 0.180, 0.790)
C (0.234, -0.013, 0.222)
C (0.516, -0.625, -1.186)
C (-0.590, 1.526, -0.031)
C (-0.575, -1.045, 0.809)
H (1.402, 0.960, 1.611)
H (1.863, -0.909, 1.246)
H (2.712, 0.286, -0.210)
H (1.112, -1.655, -0.983)
H (1.217, 0.179, -1.607)
H (-1.021, -2.039, -2.018)
H (-0.208, 2.369, 0.862)
H (0.066, 2.074, -0.881)
H (-2.010, 0.787, -0.989)
H (-1.715, 0.431, 2.070)
O (-0.804, -0.749, -1.942)
O (-1.842, 1.254, -0.061)
O (-1.480, -0.675, 1.899)
O (-0.471, -2.335, 0.400)



[13]
Density functional theory data (ωB97M-V/def2-TZVPD) for the molecule C5H10O4.

Summary:
HOMO: -10.068 eV
M: 134.13 g/mol
total charge: 0
relative energy (zero: lowest compared OMol25 entry of this formula, charge and spin): 24.3 kcal/mol
electronic energy: -13536.8397 eV
LUMO level: 0.59 eV
largest force on an atom: 3.62 eV/A
2S+1: 1

Cartesian coordinates (Å):
C (1.794, -0.239, -0.051)
C (0.273, -0.293, -0.069)
C (-0.304, -0.670, -1.426)
C (-0.253, -1.109, 1.045)
O (0.253, -1.321, 2.112)
O (-1.674, -1.259, 0.906)
C (-0.321, 1.313, 0.325)
O (-0.023, 2.118, -0.763)
O (-1.630, 1.311, 0.629)
H (2.224, -1.094, -0.573)
H (2.150, -0.258, 0.982)
H (2.127, 0.660, -0.562)
H (-0.047, 0.104, -2.147)
H (-1.386, -0.765, -1.395)
H (0.107, -1.622, -1.762)
H (-2.000, -1.712, 1.700)
H (0.260, 1.574, 1.219)
H (0.531, 2.864, -0.489)
H (-2.082, 0.397, 0.319)